{"formula": "C8H9CdNO6", "method": "the ωB97M-V functional and the def2-TZVPD basis", "relative_energy_kcal_mol": 196.95, "gap_ev": 7.92, "e_tot_ha": -983.17595, "lumo_ev": -8.5, "total_charge": 2, "largest_force_ev_per_a": 14.51, "species": ["Cd", "O", "O", "O", "O", "O", "O", "N", "C", "C", "C", "C", "C", "C", "C", "C", "H", "H", "H", "H", "H", "H", "H", "H", "H"], "xyz": [[0.18417, 0.71704, -0.91483], [0.18187, 2.19994, 1.72107], [3.24187, 0.71664, -0.92613], [0.17817, 3.47444, -2.22993], [0.96297, -0.78456, 0.30557], [-2.87363, 0.70384, -0.92593], [1.31757, -2.36796, 1.88277], [-0.55883, -0.72116, 3.42117], [2.08887, 0.70984, -0.93443], [0.18257, 1.63344, 0.71457], [0.18757, -0.97136, -2.50763], [0.18517, 0.23354, -3.18503], [0.18047, 2.42494, -1.75293], [-1.72053, 0.70184, -0.93423], [0.54217, -1.43866, 1.37307], [-0.77163, -1.15136, 2.03757], [-0.08043, -1.47486, 3.96667], [0.02647, 0.14574, 3.44417], [-0.73143, -1.53196, -2.37673], [1.10437, 0.63784, -3.59403], [-1.38863, -2.07576, 2.02787], [-0.73573, 0.63384, -3.59433], [-1.48213, -0.51816, 3.86647], [-1.33013, -0.36886, 1.49157], [1.10877, -1.52816, -2.37643]]}